The following is a DFT calculation (ωB97M-V with the def2-TZVPD basis set) of a structure of composition C34H31AsBrNS3V at a distorted geometry.

Output
molecular weight = 755.600 g mol⁻¹
gap between HOMO and LUMO = 6.704 eV
charge = -1
HOMO energy = -4.3430 eV

Last column: Mulliken charge in e.
Cartesian coordinates (Å):
V  0.04  0.11  0.10  0.4414
S  -1.70  -1.34  -0.62  -0.5461
C  -1.90  -1.50  -2.35  0.8185
C  -2.90  -2.39  -2.77  -0.7699
C  -3.20  -2.56  -4.11  -0.5989
C  -2.49  -1.86  -5.08  -0.8499
C  -1.50  -0.98  -4.68  -0.0694
C  -1.18  -0.79  -3.34  -0.3836
As  0.19  0.50  -2.82  1.1596
C  1.80  -0.31  -3.58  0.1030
C  2.96  0.45  -3.53  -0.1954
C  4.16  -0.04  -4.03  -0.7785
C  4.20  -1.31  -4.57  -0.5194
C  3.05  -2.08  -4.63  -0.7101
C  1.85  -1.58  -4.14  -0.6115
C  -0.07  1.78  -4.33  0.0050
C  -1.21  2.59  -4.31  0.2156
C  -1.43  3.54  -5.29  -0.9572
C  -0.52  3.71  -6.32  -0.4571
C  0.62  2.91  -6.36  -0.7419
C  0.83  1.95  -5.38  -0.2806
H  -3.45  -2.93  -2.01  0.4300
H  -3.98  -3.25  -4.40  0.3473
H  -2.72  -1.99  -6.13  0.3840
H  -0.96  -0.42  -5.43  0.4540
H  2.93  1.44  -3.08  0.4377
H  5.06  0.56  -3.96  0.4087
H  5.14  -1.71  -4.95  0.3431
H  3.08  -3.08  -5.04  0.3632
H  0.95  -2.19  -4.17  0.3873
H  -1.93  2.47  -3.51  0.2363
H  -2.32  4.15  -5.24  0.4238
H  -0.68  4.46  -7.08  0.3442
H  1.33  3.03  -7.16  0.4100
H  1.72  1.33  -5.44  0.3598
S  1.94  1.32  0.17  -0.4811
C  3.26  0.18  -0.02  0.6825
C  4.58  0.61  0.16  -0.6960
C  5.64  -0.27  0.01  -0.5626
C  5.39  -1.59  -0.32  -0.5797
C  4.09  -2.03  -0.51  -0.8971
C  3.01  -1.16  -0.36  0.5288
S  1.37  -1.71  -0.60  -0.3788
H  4.74  1.65  0.43  0.4176
H  6.65  0.08  0.16  0.3477
H  6.21  -2.28  -0.46  0.3417
H  3.89  -3.06  -0.77  0.4301
C  -0.73  3.69  -0.77  -1.5143
C  -1.59  2.64  -0.03  1.6056
C  -2.83  2.26  -0.87  -1.1278
C  -2.03  3.23  1.32  -1.8674
N  -0.83  1.45  0.17  -0.2273
H  -1.35  4.52  -1.10  0.4270
H  -0.25  3.23  -1.63  0.2032
H  0.05  4.05  -0.10  0.4010
H  -3.45  3.13  -1.05  0.4460
H  -3.40  1.49  -0.34  0.3448
H  -2.50  1.83  -1.81  -0.0497
H  -2.56  4.17  1.16  0.4156
H  -1.16  3.40  1.95  0.3917
H  -2.70  2.53  1.83  0.4144
Br  -0.41  -1.85  6.53  -0.2545
C  -0.27  -1.24  4.72  0.1926
C  -1.21  -0.36  4.23  -0.8007
C  -1.11  0.06  2.91  0.1233
C  -0.07  -0.36  2.06  0.8651
C  0.87  -1.23  2.62  -0.0051
C  0.79  -1.67  3.94  -0.9944
H  -2.02  -0.02  4.86  0.4149
H  -1.85  0.74  2.52  0.1172
H  1.72  -1.58  2.05  0.2943
H  1.53  -2.35  4.34  0.4281

---

The following is a DFT calculation (ωB97M-V with the def2-TZVPD basis set) of a structure of composition C20H20Cl2OPtSSe3Te.

Output
molecular weight = 938.910 g mol⁻¹
gap between HOMO and LUMO (spin up / spin down) = 4.599 / 4.578 eV
charge = -2
HOMO energy (spin up / spin down) = -0.4303 / -0.4079 eV

Last column: natural (NBO) charge in e.
Cartesian coordinates (Å):
Pt  -0.45  -1.00  0.69  0.3216
Se  2.14  -0.65  0.68  -0.5597
Se  2.21  1.27  -0.68  -0.2333
Te  0.39  2.72  0.29  0.0560
Se  -1.60  1.18  0.09  -0.6276
Cl  -4.23  -1.59  0.22  -0.0174
C  -4.26  -0.64  1.70  -0.3887
Cl  -5.63  -1.09  2.77  -0.1063
H  -4.38  0.40  1.44  0.2240
H  -3.34  -0.79  2.26  0.2733
C  -0.50  -2.17  -0.79  -0.4019
C  -0.23  -2.70  -1.90  -0.1060
C  -0.02  -3.32  -3.09  -0.2754
C  -1.11  -3.33  -4.09  -0.0068
C  -0.89  -3.33  -5.47  -0.1917
C  -1.94  -3.30  -6.38  -0.2294
C  -3.26  -3.26  -5.93  -0.2767
C  -3.49  -3.24  -4.56  -0.2149
C  -2.45  -3.27  -3.66  -0.2073
C  1.27  -3.98  -3.31  0.0899
C  2.38  -3.63  -2.51  -0.2365
C  3.60  -4.25  -2.66  -0.2038
C  3.80  -5.25  -3.61  -0.2818
C  2.72  -5.62  -4.40  -0.2261
C  1.48  -5.00  -4.25  -0.2737
H  0.13  -3.32  -5.84  0.2006
H  -1.73  -3.29  -7.44  0.1863
H  -4.08  -3.24  -6.64  0.1887
H  -4.51  -3.19  -4.19  0.1971
H  -2.64  -3.24  -2.60  0.2343
H  2.24  -2.86  -1.76  0.2509
H  4.43  -3.94  -2.02  0.1982
H  4.76  -5.73  -3.73  0.1870
H  2.83  -6.42  -5.13  0.1862
H  0.65  -5.35  -4.86  0.2054
O  -1.78  -0.30  3.67  -1.0203
S  -0.50  -0.48  2.93  1.3408
C  0.63  0.78  3.64  -0.6223
C  1.65  0.05  4.51  -0.4149
C  0.97  -1.21  5.03  -0.4168
C  0.36  -1.84  3.78  -0.6150
H  -0.04  1.40  4.24  0.2275
H  1.06  1.36  2.84  0.2738
H  2.02  0.69  5.32  0.1976
H  2.50  -0.24  3.88  0.2273
H  0.18  -0.96  5.74  0.2033
H  1.67  -1.89  5.52  0.2012
H  -0.39  -2.61  3.93  0.2387
H  1.13  -2.20  3.10  0.2447

---

The following is a DFT calculation (ωB97M-V with the def2-TZVPD basis set) of a cluster of 2 separate species, C2H5IS in total at a distorted geometry.

Output
molecular weight = 188.033 g mol⁻¹
gap between HOMO and LUMO = 9.478 eV
structure (SMILES) = C=CS.I
HOMO energy = -9.0410 eV

Last column: natural (NBO) charge in e.
Cartesian coordinates (Å):
C  -1.41  0.85  0.00  -0.3854
C  -0.41  0.24  -0.58  -0.3230
S  0.11  -1.39  -0.01  -0.0372
H  -1.62  1.80  -0.30  0.2022
H  -2.01  0.23  0.84  0.1940
H  0.09  0.81  -1.27  0.2191
H  -1.10  -1.89  0.43  0.1428
I  3.74  0.20  0.06  -0.1317
H  2.61  -0.84  0.82  0.1193

---

Taking the records one at a time from the top gives energy relative to the best compared isomer or geometry (same formula, charge and spin) values of 0.245, 1.482, 1.387 eV.